1.
Here is a structure of composition CH3N3S from OMol25. Energies are from ωB97M-V/def2-TZVPD.

Positions of all 8 atoms, in Å:
C 0.450 0.159 -0.302
N 0.941 -0.357 1.969
N 2.132 2.042 0.769
N 0.218 -0.266 1.010
S 1.292 1.998 -0.387
H 1.395 -0.340 -0.705
H -0.458 0.111 -0.966
H -1.009 -0.159 1.345

The frontier orbital gap is 6.8 eV.


2.
Here is the molecule CH3N3S2 from OMol25. Energies are from ωB97M-V/def2-TZVPD.

Positions of all 9 atoms, in Å:
C -0.661 -1.506 -0.332
N 0.357 -0.866 -0.580
N 0.442 0.518 -0.512
N 1.181 1.110 0.399
S -2.008 -0.705 0.532
S -1.354 1.111 -0.114
H -0.770 -2.498 -0.725
H 1.578 1.969 -0.046
H 1.235 0.866 1.378

The expectation value of S² is 2.01. As for the multiplicity: 3. The frontier orbital gap (alpha / beta) is 5.9 / 6.9 eV.


DFT total energy list, top to bottom, in eV: -16384.9599; -27220.4463
Max |F| list, top to bottom, in eV/Å: 5.92; 5.04
Molecular weight list, top to bottom, in g/mol: 89.12; 121.19